DFT (the ωB97M-V functional and the def2-TZVPD basis) results for the molecule C4H5ClOS in a non-equilibrium geometry.

The geometry in XYZ format:
```
12
Properties=species:S:1:pos:R:3:forces:R:3:mulliken_charge:R:1
S 2.62094 -0.71530 -0.22943 -1.751 -0.366 0.666 -0.179
C 1.13831 -1.06229 0.40609 1.462 0.906 -1.266 -0.581
C -0.16502 -0.44400 -0.03492 -0.124 -0.393 0.160 0.970
Cl -1.39879 -1.73161 -0.26539 0.284 -0.113 0.164 -0.216
C -0.63838 0.70869 0.87330 0.972 0.640 -0.354 -0.537
O -0.29698 1.66349 -0.17433 -0.104 0.038 0.448 -0.374
C -0.19263 0.61751 -1.13480 -0.177 -0.887 -0.034 -0.625
H 1.07855 -1.73657 1.24177 -0.211 -0.296 0.305 0.339
H -0.00798 0.89975 1.76168 -0.684 -0.159 -0.179 0.292
H -1.71296 0.67881 1.02487 -0.044 0.030 0.411 0.291
H 0.69072 0.63782 -1.75887 0.165 0.326 -0.169 0.338
H -1.11579 0.48372 -1.70998 0.211 0.274 -0.152 0.280
```
Forces are in eV/Å.

Values from the calculation:
* Kohn-Sham gap: 0.311 Eh
* SMILES: S=CC1(Cl)COC1
* ΔE to the lowest compared entry with this formula, charge and spin: 144.8 kJ/mol
* F_max: 2.1 eV/Å
* E: -29632.2073 eV
* LUMO: -0.862 eV